1.
Here is a cluster of 7 separate species, C32H82N4O12 in total at a distorted geometry from the Open Molecules 2025 dataset. Energies are from ωB97M-V/def2-TZVPD.

Geometry as ORCA input:
```
! wB97M-V def2-TZVPD RIJCOSX def2/J DEFGRID3
* xyz 1 2
C -1.862 0.693 -1.590
C -2.865 -0.174 -0.876
O -2.276 -1.438 -0.410
O -0.758 1.193 -0.905
H -2.354 1.585 -1.979
H -1.552 0.163 -2.491
H -3.691 -0.259 -1.581
H -3.345 0.421 -0.100
H -1.330 -1.334 -0.537
H -0.502 2.003 -1.353
C -2.666 -3.172 -3.876
O -1.442 -3.887 -4.075
C -1.310 -5.229 -3.570
C -1.110 -5.071 -1.999
N -2.432 -5.033 -1.295
C -2.175 -5.277 0.137
C -3.232 -5.759 1.197
O -2.990 -7.165 1.477
C -4.251 -7.716 1.879
H -2.506 -2.227 -4.395
H -2.915 -2.804 -2.880
H -3.492 -3.671 -4.383
H -0.384 -5.679 -3.928
H -2.044 -5.936 -3.956
H -0.460 -4.226 -1.772
H -0.498 -5.908 -1.662
H -3.115 -4.371 -1.633
H -1.678 -4.360 0.452
H -1.407 -6.051 0.145
H -4.216 -5.448 0.846
H -3.024 -5.312 2.169
H -4.070 -8.761 2.131
H -5.091 -7.632 1.190
H -4.647 -7.386 2.839
C 4.118 -0.332 -2.027
O 3.468 0.597 -2.810
C 2.095 0.853 -2.484
C 1.620 2.172 -3.090
N 0.889 3.023 -2.140
C 0.029 4.131 -2.578
C 0.958 5.341 -2.705
O 0.176 6.528 -3.115
C 0.840 7.527 -3.803
H 5.148 -0.500 -2.341
H 3.648 -1.291 -1.809
H 4.291 0.114 -1.048
H 2.039 0.921 -1.397
H 1.304 0.174 -2.803
H 0.972 1.774 -3.871
H 2.417 2.737 -3.573
H 1.611 3.316 -1.498
H -0.622 4.269 -1.715
H -0.542 3.950 -3.488
H 1.650 5.135 -3.522
H 1.544 5.386 -1.788
H 0.071 8.111 -4.308
H 1.395 6.943 -4.537
H 1.416 8.158 -3.126
C -1.864 1.361 2.710
O -1.310 2.321 3.633
C -1.680 2.172 5.012
C -0.972 1.056 5.724
N 0.416 1.261 5.518
C 1.263 0.767 6.624
C 2.710 0.993 6.135
O 3.125 2.382 6.003
C 4.306 2.537 5.163
H -1.709 1.849 1.747
H -2.940 1.213 2.795
H -1.286 0.446 2.844
H -2.758 2.017 5.066
H -1.482 3.175 5.391
H -1.366 0.155 5.253
H -1.182 1.105 6.792
H 0.672 2.061 4.958
H 1.130 -0.299 6.810
H 1.070 1.298 7.556
H 2.753 0.676 5.093
H 3.331 0.356 6.765
H 4.715 3.509 5.439
H 4.019 2.423 4.118
H 4.947 1.677 5.362
C 1.825 0.257 2.014
O 3.080 -0.401 1.754
C 3.724 -0.965 2.818
C 4.714 -2.037 2.306
N 5.937 -1.932 3.150
C 6.810 -0.805 2.882
C 8.248 -1.089 3.301
O 8.663 -2.264 2.633
C 10.064 -2.648 2.838
H 1.297 0.611 1.128
H 1.977 1.052 2.744
H 1.118 -0.386 2.538
H 3.004 -1.431 3.491
H 4.302 -0.183 3.311
H 4.883 -2.096 1.231
H 4.266 -3.028 2.377
H 6.416 -2.821 3.140
H 6.331 0.171 2.956
H 6.771 -0.961 1.803
H 8.292 -1.343 4.360
H 8.835 -0.186 3.129
H 10.398 -3.191 1.953
H 10.347 -3.138 3.770
H 10.720 -1.787 2.707
C -3.697 0.798 -4.842
C -2.627 0.539 -5.941
C -2.519 1.625 -6.966
O -1.380 0.340 -5.250
H -3.364 0.233 -3.971
H -4.658 0.342 -5.082
H -3.800 1.841 -4.542
H -3.007 -0.307 -6.514
H -2.069 2.538 -6.576
H -3.484 1.857 -7.416
H -1.807 1.230 -7.691
H -0.962 -0.467 -5.558
C -7.228 1.788 -2.169
C -6.337 2.658 -1.280
C -7.338 3.450 -0.457
O -5.515 1.948 -0.285
H -7.895 2.363 -2.812
H -7.848 1.026 -1.696
H -6.555 1.127 -2.715
H -5.757 3.230 -2.004
H -8.054 3.936 -1.121
H -6.944 4.235 0.189
H -7.899 2.725 0.132
H -6.030 1.223 0.077
*
```

frontier orbital gap (alpha / beta): 7.15 / 2.25 eV


2.
Here is the molecule C2H2Cl2N2 at a distorted geometry from the Open Molecules 2025 dataset. Energies are from ωB97M-V/def2-TZVPD.

Geometry as ORCA input:
```
! wB97M-V def2-TZVPD RIJCOSX def2/J DEFGRID3
* xyz 0 1
Cl -2.203 -0.721 -0.123
C -0.448 -0.683 0.005
C 0.311 0.637 -0.121
Cl 0.945 1.003 -1.666
N 1.262 0.666 0.956
N 0.483 1.639 0.910
H -0.282 -1.259 0.864
H -0.068 -1.282 -0.824
*
```

energy relative to the best compared isomer or geometry (same formula, charge and spin): 52.6 kJ/mol
structure (SMILES): ClCC1(Cl)N=N1
frontier orbital gap: 10.30 eV


3.
Here is a cluster of 2 separate species, C10H14BrF4N3PS in total from the Open Molecules 2025 dataset. Energies are from ωB97M-V/def2-TZVPD.

Geometry as ORCA input:
```
! wB97M-V def2-TZVPD RIJCOSX def2/J DEFGRID3
* xyz 1 1
N 2.349 -2.426 -1.763
C 1.375 -1.699 -1.297
N 1.509 -0.310 -1.144
P 1.919 0.596 -2.568
S 1.474 -0.268 -4.225
N 0.199 -2.396 -1.022
Br -0.411 -2.046 0.710
C -0.857 -2.330 -2.072
C -1.614 -1.003 -2.243
C -3.075 -1.054 -1.825
F -3.692 -2.142 -2.328
F -3.724 0.021 -2.267
F -3.242 -1.099 -0.493
H 2.223 -3.425 -1.888
H 3.226 -2.015 -2.067
H 2.048 -0.037 -0.321
H 1.250 1.796 -2.322
H 3.275 0.896 -2.371
H -1.551 -3.150 -1.853
H -0.348 -2.589 -3.011
H -1.144 -0.174 -1.703
H -1.620 -0.732 -3.306
F 1.276 1.132 1.271
C 0.652 1.651 2.374
C 0.575 0.863 3.499
C -0.069 1.371 4.619
C -0.618 2.645 4.588
C -0.522 3.414 3.436
C 0.120 2.919 2.309
H 1.011 -0.128 3.497
H -0.140 0.768 5.514
H -1.119 3.039 5.460
H -0.949 4.407 3.410
H 0.212 3.506 1.405
*
```

energy relative to the best compared isomer or geometry (same formula, charge and spin): 0.0 kJ/mol
frontier orbital gap: 6.87 eV


4.
Here is a cluster of 12 separate species, C4H22BO19 in total at a distorted geometry from the Open Molecules 2025 dataset. Energies are from ωB97M-V/def2-TZVPD.

Geometry as ORCA input:
```
! wB97M-V def2-TZVPD RIJCOSX def2/J DEFGRID3
* xyz -1 1
O 26.642 -0.580 26.273
C 25.500 -0.271 26.072
O 24.999 0.196 24.956
B 23.558 0.443 25.106
O 23.311 0.280 26.569
C 24.380 -0.231 27.134
O 24.515 -0.484 28.298
O 22.767 -0.511 24.296
C 22.063 0.144 23.382
O 21.218 -0.264 22.652
C 22.360 1.644 23.577
O 23.175 1.777 24.595
O 21.794 2.484 22.937
O 22.799 2.609 20.193
H 23.556 2.143 20.561
H 22.889 3.513 20.529
O 20.554 0.933 20.094
H 21.300 1.566 20.074
H 20.801 0.305 20.788
O 23.557 4.763 21.854
H 24.188 4.044 22.012
H 22.805 4.536 22.415
O 24.019 3.345 27.282
H 24.660 3.203 26.580
H 23.163 3.258 26.849
O 28.107 1.263 24.557
H 27.818 1.218 23.643
H 27.658 0.516 24.986
O 25.717 -2.221 30.071
H 24.865 -2.542 30.377
H 25.487 -1.506 29.449
O 19.743 -1.459 25.689
H 20.607 -1.128 25.956
H 19.933 -2.074 24.974
O 28.624 -0.458 28.743
H 28.155 -0.506 27.901
H 29.522 -0.210 28.505
O 25.321 2.654 22.648
H 25.334 2.732 23.610
H 26.224 2.426 22.408
O 23.002 -0.070 31.050
H 23.230 0.317 30.197
H 23.707 0.214 31.639
O 18.511 2.267 22.663
H 18.518 3.224 22.750
H 19.420 2.038 22.427
*
```

energy relative to the best compared isomer or geometry (same formula, charge and spin): 25.3 kJ/mol
frontier orbital gap: 9.72 eV


5.
Here is a structure of composition C34H35AsGaNS from the Open Molecules 2025 dataset. Energies are from ωB97M-V/def2-TZVPD.

Geometry as ORCA input:
```
! wB97M-V def2-TZVPD RIJCOSX def2/J DEFGRID3
* xyz 2 1
Ga -0.048 0.232 -0.879
C -4.035 -0.359 0.911
C -3.506 0.053 -0.459
C -4.645 0.062 -1.489
C -2.381 -0.840 -0.959
C -1.953 -1.985 -0.284
C -1.087 -2.905 -0.874
C -0.583 -2.724 -2.157
C 0.269 -3.763 -2.825
C -0.918 -1.535 -2.810
C -1.802 -0.611 -2.232
H -4.779 0.362 1.247
H -3.252 -0.400 1.672
H -4.524 -1.334 0.861
H -3.124 1.080 -0.368
H -5.003 -0.955 -1.662
H -4.348 0.484 -2.450
H -5.480 0.652 -1.113
H -2.366 -2.215 0.686
H -0.826 -3.801 -0.321
H 1.310 -3.440 -2.881
H -0.076 -3.943 -3.844
H 0.233 -4.705 -2.280
H -0.555 -1.351 -3.816
H -2.155 0.210 -2.841
S 1.890 -0.432 -1.652
C 2.924 0.262 -0.375
C 4.222 0.612 -0.733
C 5.094 1.118 0.221
C 4.673 1.314 1.529
C 3.378 0.983 1.891
C 2.510 0.432 0.949
As 0.716 0.002 1.455
C 0.662 -1.842 1.936
C -0.465 -2.356 2.574
C -0.508 -3.703 2.900
C 0.569 -4.526 2.585
C 1.688 -4.008 1.948
C 1.739 -2.660 1.616
C 0.338 1.084 2.974
C 0.295 2.468 2.806
C 0.091 3.281 3.907
C -0.076 2.712 5.165
C -0.030 1.335 5.326
C 0.173 0.509 4.227
H 4.548 0.475 -1.757
H 6.107 1.367 -0.066
H 5.351 1.721 2.268
H 3.049 1.137 2.911
H -1.297 -1.712 2.832
H -1.373 -4.109 3.408
H 0.537 -5.576 2.850
H 2.528 -4.650 1.718
H 2.612 -2.255 1.119
H 0.441 2.913 1.828
H 0.067 4.356 3.790
H -0.245 3.348 6.025
H -0.146 0.899 6.309
H 0.220 -0.563 4.361
N -0.710 2.078 -1.382
C -0.108 2.523 -2.655
C 1.221 2.905 -2.648
C 1.806 3.309 -3.837
C 1.066 3.317 -5.013
C -0.266 2.931 -5.000
C -0.867 2.535 -3.811
H -0.468 2.745 -0.653
H -1.723 2.084 -1.456
H 1.799 2.893 -1.730
H 2.841 3.626 -3.843
H 1.529 3.626 -5.940
H -0.850 2.950 -5.911
H -1.919 2.270 -3.797
*
```

energy relative to the best compared isomer or geometry (same formula, charge and spin): 0.0 kJ/mol
frontier orbital gap: 8.17 eV


6.
Here is the molecule C16H11N5OS2 at a distorted geometry from the Open Molecules 2025 dataset. Energies are from ωB97M-V/def2-TZVPD.

Geometry as ORCA input:
```
! wB97M-V def2-TZVPD RIJCOSX def2/J DEFGRID3
* xyz 0 1
O -4.223 -0.572 0.931
C -3.260 -0.928 0.295
C -3.361 -1.144 -1.205
S -1.964 -0.406 -2.126
C -1.686 0.967 -1.092
N -2.571 1.822 -0.637
N -1.981 2.663 0.198
C -0.708 2.340 0.274
C 0.381 2.830 1.018
C 1.575 2.189 0.880
C 1.694 1.073 -0.006
C 2.954 0.337 -0.175
C 4.193 0.878 0.163
C 5.327 0.100 -0.022
N 5.300 -1.129 -0.502
C 4.127 -1.639 -0.840
C 2.931 -0.957 -0.701
N 0.684 0.623 -0.700
N -0.467 1.243 -0.549
C -1.962 -1.149 0.929
C -1.566 -0.574 2.113
C -0.259 -0.929 2.484
C 0.318 -1.789 1.598
S -0.708 -2.156 0.279
H -4.296 -0.708 -1.559
H -3.331 -2.209 -1.441
H 0.234 3.671 1.674
H 2.432 2.506 1.451
H 4.290 1.883 0.541
H 6.307 0.484 0.229
H 4.152 -2.644 -1.238
H 1.993 -1.400 -0.991
H -2.203 0.093 2.665
H 0.230 -0.571 3.372
H 1.296 -2.227 1.642
*
```

structure (SMILES): O=C(CSc1nnc2ccc(-c3ccncc3)nn12)c1cccs1
frontier orbital gap: 8.02 eV


7.
Here is a cluster of 2 separate species, C3H11FNP2 in total at a distorted geometry from the Open Molecules 2025 dataset. Energies are from ωB97M-V/def2-TZVPD.

Geometry as ORCA input:
```
! wB97M-V def2-TZVPD RIJCOSX def2/J DEFGRID3
* xyz 1 3
C -1.545 -1.097 0.076
C -0.474 -0.132 -0.460
C 0.777 -0.056 0.383
N -0.834 1.308 -0.503
F 1.617 0.564 -1.964
P 1.373 1.545 0.436
P 1.416 -1.446 1.319
H -2.023 -1.515 -0.824
H -1.047 -1.913 0.495
H -2.171 -0.653 0.845
H -0.198 -0.184 -1.615
H -1.251 1.569 -1.390
H 2.113 0.125 -2.676
H -1.473 1.561 0.253
H 2.506 1.316 1.244
H 0.574 2.361 1.161
H 1.471 -2.400 0.368
H 2.702 -0.829 1.419
*
```

energy relative to the best compared isomer or geometry (same formula, charge and spin): 0.0 kJ/mol
frontier orbital gap (alpha / beta): 8.78 / 6.41 eV


8.
Here is a structure of composition C3H3ClN2S at a distorted geometry from the Open Molecules 2025 dataset. Energies are from ωB97M-V/def2-TZVPD.

Geometry as ORCA input:
```
! wB97M-V def2-TZVPD RIJCOSX def2/J DEFGRID3
* xyz 0 1
C -1.577 -0.459 0.212
C -0.412 -0.366 0.919
C -0.252 0.622 -1.096
N -1.441 0.118 -1.036
N 0.486 0.406 0.083
S 1.913 1.007 0.573
Cl 3.404 -0.990 -0.142
H -2.482 -0.915 0.479
H 0.030 -0.581 1.814
H 0.332 1.158 -1.805
*
```

energy relative to the best compared isomer or geometry (same formula, charge and spin): 182.8 kJ/mol
frontier orbital gap: 7.33 eV


9.
Here is a structure of composition C14H39BCoF4NO10 at a distorted geometry from the Open Molecules 2025 dataset. Energies are from ωB97M-V/def2-TZVPD.

Geometry as ORCA input:
```
! wB97M-V def2-TZVPD RIJCOSX def2/J DEFGRID3
* xyz 1 4
Co 3.276 13.427 9.356
B 1.591 15.851 7.813
F 0.458 15.762 7.039
F 1.449 16.677 8.906
F 1.933 14.504 8.343
F 2.739 16.188 7.089
C 2.616 12.035 6.469
O 3.575 12.638 7.329
C 4.446 13.556 6.678
C 5.363 14.201 7.669
N 4.633 14.837 8.768
C 5.458 15.551 9.771
C 6.256 16.676 9.123
O 5.340 17.389 8.330
C 5.982 18.256 7.405
H 1.754 12.703 6.337
H 2.235 11.111 6.897
H 3.025 11.853 5.476
H 3.863 14.292 6.107
H 5.037 13.073 5.893
H 6.100 14.842 7.174
H 6.035 13.446 8.113
H 4.132 15.629 8.331
H 6.087 14.842 10.316
H 4.782 15.960 10.525
H 7.116 16.280 8.568
H 6.644 17.338 9.909
H 5.249 18.874 6.898
H 6.558 17.678 6.674
H 6.675 18.934 7.919
C 1.436 11.859 11.077
C 1.123 13.273 11.461
O 2.229 14.124 11.033
O 2.061 11.763 9.784
H 0.438 11.405 11.015
H 1.964 11.283 11.834
H 1.046 13.322 12.549
H 0.199 13.678 11.049
H 2.104 15.041 11.300
H 1.677 11.015 9.319
C 1.206 19.059 6.425
C 2.662 18.997 6.047
O 2.854 18.586 4.698
O 0.545 20.170 5.819
H 1.121 19.182 7.505
H 0.625 18.177 6.132
H 3.294 18.455 6.760
H 3.039 20.025 6.154
H 2.196 17.872 4.584
H 0.933 20.262 4.941
C -0.127 16.700 3.638
C 0.222 17.525 2.412
O -0.974 17.677 1.661
O 1.086 16.438 4.346
H -0.554 15.745 3.310
H -0.891 17.203 4.235
H 0.983 17.029 1.801
H 0.612 18.502 2.726
H -0.801 18.269 0.924
H 0.839 16.268 5.265
C 5.580 15.297 3.838
C 4.631 16.318 4.432
O 4.968 17.598 3.938
O 6.754 15.282 4.637
H 5.725 15.556 2.785
H 5.079 14.315 3.808
H 4.770 16.321 5.522
H 3.598 16.086 4.172
H 4.275 18.200 4.261
H 7.408 14.711 4.223
*
```

frontier orbital gap (alpha / beta): 7.91 / 7.12 eV